# 1
14
Properties=species:S:1:pos:R:3:lowdin_charge:R:1 method="wB97M-V/def2-TZVPD" relative_energy_kcal_mol=62.48 smiles="CN1C(=O)[C@H](F)C1=C(F)F" orbital_gap_ev=9.3 max_force_ev_per_a=8.02 e_tot_ha=-622.4023
C 1.77088 -0.51298 -0.05420 -0.006
C -0.05762 -1.87915 -0.01169 -0.290
C 1.54721 -2.05458 -0.32574 -0.142
C 2.83489 0.48977 -0.04578 -0.261
C -0.55900 0.63592 0.50699 -0.064
N 0.35301 -0.46897 0.27539 -0.069
O -1.05177 -2.46217 -0.05904 0.179
F 2.19623 -2.89926 0.52771 0.019
F 2.55353 1.80032 0.23523 0.069
F 4.07961 0.20014 -0.33211 0.132
H 2.00437 -2.20982 -1.25335 0.123
H -0.04428 1.66906 0.29718 0.109
H -0.94366 0.71121 1.55509 0.087
H -1.45497 0.58593 -0.23884 0.114


# 2
13
Properties=species:S:1:pos:R:3:lowdin_charge:R:1 method="wB97M-V/def2-TZVPD" relative_energy_kcal_mol=15.59 smiles="C=C1CC(F)(F)C1(F)F" orbital_gap_ev=11.0 max_force_ev_per_a=3.54 e_tot_ha=-592.2972
C -0.13824 0.62072 0.22256 -0.179
C -0.72172 1.74088 0.71211 0.110
C 0.44942 0.19485 -1.08262 -0.040
C -0.08879 -0.75305 0.92220 -0.293
C 0.48357 -1.26427 -0.78393 -0.339
F 0.80006 -0.95499 1.93080 0.106
F -1.29283 -1.23149 1.37842 0.078
F -0.19389 -2.07466 -1.67124 0.089
F 1.70039 -1.79190 -0.57319 0.102
H -1.28081 1.72903 1.63243 0.066
H -0.86819 2.73146 0.30531 0.064
H -0.19993 0.40099 -1.89487 0.131
H 1.35096 0.65242 -1.09798 0.104